ORCA calculation (ωB97M-V/def2-TZVPD) on C15H20F3N3O2 in the gas phase.

```
43
Properties=species:S:1:pos:R:3
C -3.261 -4.207 1.218
C -3.372 -3.164 0.059
O -2.712 -2.183 0.241
C -2.734 -1.122 -0.475
O -3.335 -1.213 -1.421
C -1.861 0.138 -0.148
N -2.062 1.383 -0.327
C -3.030 1.876 -1.032
C -2.527 3.281 -1.798
C -4.180 2.412 -0.204
C -4.985 1.260 0.740
N -0.775 -0.164 0.792
N -0.123 0.766 1.590
C 1.249 1.127 0.798
C 1.896 2.122 1.468
C 3.118 2.341 1.241
C 3.996 1.568 0.466
C 3.362 0.026 0.140
C 4.123 -0.970 -0.597
F 4.052 -0.768 -1.911
F 5.492 -0.619 -0.223
F 3.743 -2.083 -0.488
C 2.095 -0.001 0.394
H -2.185 -4.574 1.335
H -4.051 -5.010 1.145
H -3.703 -3.862 2.135
H -3.060 -3.424 -0.952
H -4.520 -2.883 -0.021
H -3.624 1.290 -1.561
H -1.787 2.813 -2.574
H -3.213 3.378 -2.533
H -2.019 3.902 -1.100
H -4.905 3.067 -0.544
H -3.762 3.077 0.582
H -5.323 0.466 -0.071
H -4.276 0.656 1.321
H -5.602 1.794 1.183
H -0.969 -1.032 1.322
H -0.647 1.599 1.524
H 1.285 3.036 1.834
H 3.623 3.289 1.281
H 5.034 1.610 0.307
H 1.553 -0.935 0.376
```

SMILES string = CCOC(=O)/C(=N\[C@H](C)CC)NNc1cccc(C(F)(F)F)c1
DFT total energy = -1197.4930 Ha
Energy above the lowest of the compared OMol25 structures with the same formula, charge and spin = 290.9 kcal/mol
HOMO energy = -8.55 eV
2S+1 = 1

Electronic structure analysis, Löwdin charges in units of e:
1. C -0.035
2. C -0.384
3. O 0.024
4. C -0.474
5. O 0.210
6. C -0.100
7. N 0.125
8. C -0.463
9. C 0.008
10. C -0.157
11. C -0.015
12. N -0.052
13. N 0.037
14. C -0.075
15. C -0.134
16. C -0.169
17. C 0.128
18. C -0.054
19. C -0.701
20. F 0.156
21. F 0.025
22. F 0.329
23. C -0.021
24. H 0.101
25. H 0.087
26. H 0.055
27. H 0.141
28. H 0.175
29. H 0.085
30. H 0.100
31. H 0.018
32. H 0.064
33. H 0.076
34. H 0.106
35. H 0.110
36. H 0.059
37. H -0.046
38. H 0.134
39. H 0.066
40. H 0.160
41. H 0.111
42. H 0.074
43. H 0.115

ORCA calculation (ωB97M-V/def2-TZVPD) on a molecular structure, C15H20GaN2O2SSe2.

```
43
Properties=species:S:1:pos:R:3
Ga -0.487 -1.104 0.231
C -2.582 -3.904 0.350
C -2.330 -3.013 -0.655
C -0.890 -2.934 -0.847
C -0.323 -3.919 0.052
C -1.340 -4.471 0.783
H -3.550 -4.130 0.778
H -3.052 -2.432 -1.211
H -0.463 -2.745 -1.828
H 0.731 -4.137 0.145
H -1.234 -5.173 1.600
O 0.803 2.882 -2.069
C 1.582 1.827 -1.506
C 1.591 0.552 -2.361
C 2.393 0.846 -3.654
O 1.836 1.858 -4.474
C 0.180 0.114 -2.783
Se -1.334 0.481 -1.549
C 2.354 -0.564 -1.640
Se 1.978 -0.910 0.282
H -0.125 2.600 -1.980
H 1.228 1.577 -0.506
H 2.604 2.205 -1.411
H 2.461 -0.063 -4.259
H 3.418 1.120 -3.360
H 1.512 2.551 -3.879
H 0.170 -0.959 -2.980
H -0.103 0.618 -3.703
H 3.423 -0.343 -1.652
H 2.199 -1.504 -2.169
C -1.244 2.469 5.438
C -1.071 1.892 4.064
C -0.760 2.702 2.971
C -0.579 2.068 1.756
N -0.693 0.757 1.638
C -1.027 0.043 2.731
S -1.214 -1.636 2.439
N -1.212 0.577 3.945
H -1.443 3.540 5.392
H -0.335 2.306 6.019
H -2.062 1.964 5.949
H -0.658 3.774 3.064
H -0.347 2.618 0.849
```

DFT total energy = -7969.5509 Ha
Net charge = -1
Energy above the lowest of the compared OMol25 structures with the same formula, charge and spin = 0.0 kcal/mol
HOMO energy = -4.66 eV
2S+1 = 1

Electronic structure analysis, Löwdin charges in units of e:
1. Ga -0.042
2. C -0.171
3. C -0.196
4. C -0.362
5. C -0.197
6. C -0.176
7. H 0.086
8. H 0.085
9. H 0.088
10. H 0.089
11. H 0.087
12. O -0.115
13. C -0.258
14. C -0.565
15. C -0.228
16. O -0.070
17. C -0.481
18. Se 0.679
19. C -0.511
20. Se 0.639
21. H 0.008
22. H 0.043
23. H 0.135
24. H 0.128
25. H 0.118
26. H 0.065
27. H 0.050
28. H 0.055
29. H 0.052
30. H 0.061
31. C -0.042
32. C -0.342
33. C -0.022
34. C -0.113
35. N -0.063
36. C -0.807
37. S 0.757
38. N 0.103
39. H 0.069
40. H 0.081
41. H 0.076
42. H 0.100
43. H 0.108

ORCA calculation (ωB97M-V/def2-TZVPD) on a molecular structure, C15H20GdN9S3.

```
48
Properties=species:S:1:pos:R:3
Gd -0.239 -0.251 -0.198
N -2.989 -3.189 -2.982
C -2.086 -2.528 -2.223
S -2.657 -1.093 -1.417
N -0.890 -3.067 -2.214
N 0.086 -2.328 -1.615
C 1.180 -2.950 -1.411
C 2.372 -2.212 -0.977
C 3.516 -2.884 -0.579
C 4.646 -2.154 -0.259
C 4.605 -0.777 -0.380
C 3.414 -0.189 -0.773
N 2.309 -0.876 -1.053
H -3.951 -2.912 -2.961
H -2.713 -4.049 -3.422
H 1.260 -4.013 -1.619
H 3.511 -3.966 -0.525
H 5.548 -2.654 0.069
H 5.466 -0.161 -0.162
H 3.346 0.885 -0.859
N -2.189 -0.087 1.703
C -3.140 1.011 1.480
C -2.361 2.299 1.305
N -1.408 2.177 0.193
C -1.696 2.968 -1.015
C -1.454 2.162 -2.278
N -0.145 1.471 -2.216
H -2.682 -0.973 1.727
H -1.736 0.008 2.607
H -3.855 1.122 2.300
H -3.702 0.793 0.570
H -1.801 2.503 2.221
H -3.048 3.135 1.152
H -0.496 2.450 0.545
H -1.083 3.876 -1.027
H -2.738 3.289 -1.014
H -1.538 2.818 -3.148
H -2.216 1.390 -2.358
H 0.603 2.153 -2.125
H 0.022 0.983 -3.090
S 0.798 -1.289 2.073
C 1.237 0.364 2.403
S 1.484 1.474 1.087
C 1.404 0.792 3.702
C 1.782 2.143 3.999
N 2.077 3.226 4.257
C 1.173 -0.091 4.808
N 0.971 -0.796 5.697
```

DFT total energy = -3036.5481 Ha
Expectation value of S² = 16.10
Energy above the lowest of the compared OMol25 structures with the same formula, charge and spin = 100.2 kcal/mol
HOMO energy (spin up / spin down) = -5.94 / -7.58 eV
2S+1 = 8

Electronic structure analysis, Löwdin charges in units of e:
1. Gd 1.116
2. N 0.096
3. C -0.838
4. S 0.583
5. N 0.055
6. N -0.174
7. C -0.142
8. C -0.332
9. C -0.028
10. C -0.058
11. C -0.054
12. C -0.189
13. N -0.001
14. H 0.087
15. H 0.108
16. H 0.119
17. H 0.116
18. H 0.110
19. H 0.107
20. H 0.073
21. N -0.080
22. C -0.255
23. C -0.200
24. N -0.164
25. C -0.199
26. C -0.266
27. N -0.058
28. H 0.076
29. H 0.068
30. H 0.118
31. H 0.089
32. H 0.129
33. H 0.120
34. H -0.020
35. H 0.126
36. H 0.121
37. H 0.117
38. H 0.048
39. H 0.090
40. H 0.090
41. S 0.513
42. C -1.128
43. S 0.559
44. C -0.399
45. C -0.269
46. N 0.143
47. C -0.268
48. N 0.145